Record 1
This record from OMol25 describes a molecular structure, C21H56AsF6HgO21S7 in a non-equilibrium geometry. The level of theory is ωB97M-V with the def2-TZVPD basis set.

Its LUMO energy is -0.4095 Eh. Its total charge is +1. The calculation puts the energy above the lowest of the compared OMol25 structures with the same formula, charge and spin at 361.7 kcal/mol. The HOMO energy comes out at -12.21 eV. As for the orbital gap: 1.065 eV. As for the calculated total energy: -8188.64099 Ha. The value obtained for the molar mass is 1258.63 g mol⁻¹.

Atoms and positions in Å:
Hg -0.659 -17.936 20.612
As -4.259 -11.785 21.404
F -3.753 -11.240 19.801
F -5.680 -12.554 20.631
F -4.689 -12.403 23.029
F -2.779 -10.970 22.052
F -5.325 -10.292 21.755
F -3.424 -13.374 21.081
O 2.900 -15.424 24.850
S 3.560 -14.974 26.125
O 2.796 -15.093 27.335
O 4.974 -15.772 26.402
C 5.705 -15.451 27.610
C 6.496 -16.686 28.055
C 4.152 -13.282 25.988
H 5.041 -15.038 28.369
H 6.377 -14.629 27.363
H 6.994 -16.976 27.131
H 5.859 -17.462 28.480
H 7.209 -16.536 28.866
H 4.698 -13.035 25.077
H 4.888 -13.190 26.786
H 3.378 -12.617 26.370
O -10.612 -6.399 16.743
S -9.246 -6.101 16.335
O -8.889 -5.517 15.021
O -8.718 -5.091 17.568
C -7.388 -4.562 17.508
C -6.598 -4.509 18.863
C -8.017 -7.571 16.588
H -7.421 -3.578 17.041
H -6.812 -5.209 16.846
H -6.608 -3.559 19.397
H -5.533 -4.740 18.856
H -7.099 -5.024 19.683
H -6.975 -7.252 16.562
H -8.306 -8.284 15.815
H -8.227 -7.965 17.582
O -8.216 -9.005 30.063
S -7.636 -9.895 31.038
O -7.567 -11.338 30.895
O -6.128 -9.330 31.315
C -5.030 -10.178 30.867
C -4.519 -11.219 31.883
C -8.518 -9.393 32.636
H -4.117 -9.636 30.619
H -5.193 -10.731 29.942
H -5.027 -12.181 31.944
H -4.560 -10.889 32.921
H -3.503 -11.516 31.624
H -9.583 -9.548 32.462
H -8.190 -8.374 32.840
H -8.110 -10.040 33.413
O -4.988 -17.383 16.560
S -6.062 -17.112 15.582
O -6.229 -18.104 14.491
O -7.474 -17.013 16.420
C -8.673 -17.120 15.751
C -9.539 -15.939 16.269
C -5.870 -15.442 14.902
H -9.002 -18.098 16.101
H -8.485 -17.050 14.679
H -10.052 -16.207 17.192
H -10.304 -15.887 15.494
H -9.061 -14.960 16.276
H -6.668 -15.223 14.194
H -4.854 -15.481 14.509
H -6.051 -14.782 15.750
O 3.370 -11.375 17.507
S 2.331 -12.162 16.771
O 1.642 -13.431 17.134
O 1.223 -11.176 16.029
C 1.432 -9.777 16.111
C 0.220 -9.202 15.264
C 3.165 -12.630 15.106
H 2.427 -9.381 15.905
H 1.136 -9.710 17.158
H -0.719 -9.687 15.531
H 0.304 -9.224 14.177
H 0.099 -8.148 15.514
H 3.946 -13.371 15.282
H 3.561 -11.799 14.523
H 2.444 -13.121 14.453
O -13.644 -11.326 23.344
S -12.919 -10.072 23.127
O -12.402 -9.695 21.839
O -13.835 -8.811 23.694
C -13.515 -7.396 23.555
C -12.733 -6.827 24.792
C -11.689 -9.868 24.347
H -14.455 -6.845 23.589
H -13.075 -7.110 22.600
H -11.672 -7.066 24.865
H -13.004 -7.275 25.748
H -13.048 -5.793 24.931
H -12.234 -9.928 25.290
H -11.286 -8.885 24.105
H -10.876 -10.580 24.204
O -4.223 -19.871 26.528
S -5.058 -18.784 26.071
O -4.714 -18.216 24.726
O -6.626 -19.323 25.899
C -7.768 -18.554 25.602
C -8.914 -19.649 25.427
C -5.407 -17.465 27.375
H -7.509 -18.099 24.646
H -8.052 -17.791 26.327
H -9.086 -20.266 26.309
H -8.818 -20.227 24.507
H -9.923 -19.279 25.245
H -5.884 -16.626 26.867
H -4.426 -17.127 27.708
H -5.956 -17.880 28.220


Record 2
This record from OMol25 describes a molecular structure, C21H56AsF6O21S7 in a non-equilibrium geometry. The level of theory is ωB97M-V with the def2-TZVPD basis set.

Its LUMO energy is 0.0672 Eh. Its total charge is -1. The calculation puts the energy above the lowest of the compared OMol25 structures with the same formula, charge and spin at 46.5 kcal/mol. The HOMO energy comes out at -8.84 eV. As for the orbital gap: 10.671 eV. As for the calculated total energy: -8036.22165 Ha. The value obtained for the molar mass is 1058.04 g mol⁻¹.

Atoms and positions in Å:
As 4.791 12.992 -1.413
F 3.873 11.511 -1.638
F 3.488 13.843 -2.169
F 5.768 14.393 -1.287
F 5.909 12.077 -0.460
F 5.573 12.620 -2.891
F 3.976 13.317 0.097
O 6.612 20.878 -3.627
S 5.279 20.401 -3.556
O 4.568 19.931 -4.704
O 5.302 19.250 -2.486
C 4.047 18.539 -2.211
C 4.193 17.097 -2.585
C 4.252 21.626 -2.756
H 3.260 18.994 -2.815
H 3.880 18.672 -1.147
H 4.467 16.918 -3.621
H 3.321 16.514 -2.286
H 4.981 16.665 -1.957
H 4.310 21.442 -1.688
H 3.237 21.490 -3.115
H 4.639 22.601 -3.039
O 1.382 17.609 2.649
S 2.469 17.197 1.822
O 2.463 17.530 0.431
O 3.755 17.815 2.508
C 5.039 17.646 1.849
C 5.902 16.637 2.563
C 2.723 15.439 2.005
H 5.504 18.631 1.821
H 4.879 17.353 0.809
H 6.913 16.688 2.143
H 5.559 15.616 2.422
H 6.073 16.900 3.608
H 1.743 15.027 2.231
H 3.358 15.326 2.877
H 3.113 15.043 1.072
O 3.930 10.928 -6.458
S 3.604 12.253 -6.008
O 4.638 13.163 -5.665
O 2.690 12.973 -7.115
C 2.634 12.380 -8.414
C 1.410 11.489 -8.555
C 2.459 12.127 -4.685
H 3.516 11.802 -8.686
H 2.570 13.211 -9.115
H 1.478 10.609 -7.912
H 1.207 11.189 -9.581
H 0.537 12.018 -8.158
H 2.536 13.118 -4.239
H 2.783 11.356 -3.994
H 1.463 11.962 -5.073
O 9.030 6.739 -5.728
S 9.065 8.157 -5.640
O 9.965 8.897 -6.466
O 7.607 8.651 -5.888
C 7.374 10.026 -6.305
C 7.290 10.972 -5.145
C 9.334 8.551 -3.928
H 6.425 10.032 -6.835
H 8.187 10.329 -6.961
H 6.895 11.926 -5.503
H 8.247 11.154 -4.652
H 6.591 10.717 -4.345
H 10.062 7.798 -3.613
H 8.446 8.365 -3.335
H 9.790 9.533 -3.864
O 8.770 13.962 3.096
S 7.881 12.985 2.540
O 6.479 13.023 2.742
O 8.127 12.941 0.977
C 9.333 13.544 0.466
C 9.345 13.336 -1.022
C 8.375 11.335 2.990
H 10.172 13.036 0.955
H 9.422 14.584 0.775
H 9.570 12.282 -1.211
H 10.121 13.930 -1.500
H 8.371 13.526 -1.470
H 8.243 10.717 2.105
H 7.585 11.004 3.663
H 9.372 11.318 3.411
O 1.727 8.256 -0.540
S 2.458 7.037 -0.471
O 1.921 5.805 -0.955
O 3.868 7.250 -1.165
C 3.854 8.067 -2.377
C 5.240 8.011 -2.960
C 3.032 6.801 1.186
H 3.441 9.055 -2.190
H 3.185 7.561 -3.081
H 5.229 8.484 -3.948
H 5.474 6.978 -3.230
H 6.027 8.465 -2.364
H 2.192 7.043 1.833
H 3.850 7.491 1.371
H 3.353 5.768 1.281
O -0.087 12.511 -3.299
S -0.162 13.204 -2.064
O -0.014 14.615 -1.986
O -1.599 12.810 -1.507
C -1.964 13.279 -0.194
C -2.315 12.104 0.683
C 0.916 12.395 -0.919
H -2.788 13.985 -0.291
H -1.139 13.862 0.222
H -2.299 12.412 1.738
H -1.562 11.319 0.657
H -3.338 11.764 0.537
H 0.887 12.880 0.049
H 1.912 12.348 -1.360
H 0.556 11.366 -0.904


molar mass of number 2 (C21H56AsF6O21S7)? 1058.04 g mol⁻¹


The highest total charge belongs to which entry? C21H56AsF6HgO21S7